# 1
Below is 5 unconnected molecules or ions with the total composition C40H83ClN2O22P5 in a non-equilibrium geometry, with properties calculated with the ωB97M-V functional and the def2-TZVPD basis.

Geometry as ORCA input:
```
! RIJCOSX wB97M-V def2-TZVPD def2/J DEFGRID3
* xyz 1 1
C -7.35 -2.30 3.52
C -6.38 -2.19 4.70
O -6.55 -0.98 5.43
C -4.90 -2.35 4.32
O -4.73 -2.56 2.89
N -3.44 -2.91 2.62
C -3.04 -4.12 2.70
P -4.18 -5.54 3.16
O -5.35 -5.43 2.05
Cl -3.06 -7.17 2.67
C -1.57 -4.27 2.40
C -0.96 -4.33 3.85
C 0.47 -3.77 3.97
C 1.55 -4.76 3.50
N 1.21 -6.01 2.86
O 2.69 -4.48 3.67
C -1.28 -2.95 1.62
C -2.35 -2.02 2.20
C -1.96 -0.78 3.02
C -1.88 0.42 2.03
O -1.08 1.45 2.52
C 0.30 1.25 2.26
C 0.87 2.22 1.22
O 0.32 3.50 1.43
C 0.61 4.39 0.41
C -0.44 5.17 -0.07
C -0.19 6.07 -1.09
C 1.09 6.21 -1.65
C 1.27 7.24 -2.81
C 2.78 7.54 -2.88
C 0.56 8.53 -2.33
C 0.66 6.56 -4.05
C 0.65 7.28 -5.40
C 2.04 7.60 -6.00
C -0.02 6.29 -6.41
C -0.20 8.56 -5.47
C 2.11 5.41 -1.16
C 1.88 4.50 -0.12
H -7.15 -3.25 3.02
H -7.20 -1.46 2.84
H -8.37 -2.36 3.89
H -6.63 -3.00 5.39
H -7.03 -1.19 6.24
H -4.39 -1.45 4.67
H -4.49 -3.17 4.91
H -5.02 -5.04 1.23
H -1.33 -5.14 1.79
H -1.06 -5.34 4.23
H -1.60 -3.67 4.46
H 0.58 -2.79 3.52
H 0.65 -3.64 5.04
H 0.54 -6.55 3.40
H 0.87 -5.83 1.93
H -1.49 -3.13 0.56
H -0.28 -2.54 1.63
H -2.76 -1.55 1.29
H -2.68 -0.50 3.78
H -0.96 -0.86 3.45
H -1.45 0.07 1.08
H -2.90 0.76 1.81
H 0.83 1.43 3.19
H 0.54 0.23 1.94
H 1.95 2.25 1.39
H 0.74 1.87 0.19
H -1.41 5.03 0.37
H -1.01 6.67 -1.44
H 3.29 6.67 -3.27
H 3.14 7.82 -1.89
H 2.97 8.38 -3.54
H -0.52 8.47 -2.38
H 0.84 8.68 -1.29
H 0.96 9.39 -2.87
H 1.16 5.59 -4.19
H -0.38 6.32 -3.81
H 2.05 7.54 -7.09
H 2.76 6.89 -5.59
H 2.39 8.58 -5.67
H 0.45 5.32 -6.26
H 0.10 6.67 -7.42
H -1.07 6.19 -6.13
H -1.25 8.33 -5.28
H -0.15 8.92 -6.50
H 0.15 9.37 -4.84
H 3.11 5.46 -1.56
H 2.71 3.91 0.25
C -0.02 -3.04 -5.39
O 0.02 -3.54 -4.03
P -0.76 -2.66 -2.86
O 0.31 -1.64 -2.57
O -0.70 -3.92 -1.86
C 0.56 -4.54 -1.59
O -1.96 -2.07 -1.89
C -2.70 -0.94 -2.40
H 0.50 -3.75 -6.02
H -1.05 -2.94 -5.73
H 0.48 -2.07 -5.45
H 1.39 -3.83 -1.66
H 0.72 -5.37 -2.28
H 0.53 -4.94 -0.58
H -3.09 -1.14 -3.39
H -2.05 -0.06 -2.43
H -3.53 -0.74 -1.73
C -0.82 3.21 7.47
O -0.87 4.64 7.41
P -0.98 5.33 5.90
O 0.43 5.30 5.43
O -1.47 6.73 6.48
C -0.62 7.44 7.39
O -1.85 5.58 4.54
C -2.00 4.45 3.66
H -0.80 2.92 8.51
H -1.71 2.77 7.00
H 0.08 2.84 6.97
H 0.43 7.23 7.20
H -0.87 7.17 8.42
H -0.80 8.50 7.25
H -2.39 3.59 4.20
H -1.04 4.19 3.21
H -2.70 4.72 2.87
C 3.32 -1.10 -3.98
O 3.61 -0.41 -5.21
P 5.16 -0.51 -5.77
O 5.87 0.52 -4.95
O 4.75 -0.02 -7.24
C 4.15 1.26 -7.40
O 6.37 -1.41 -6.39
C 7.01 -2.34 -5.49
H 2.25 -0.99 -3.76
H 3.54 -2.17 -4.09
H 3.90 -0.69 -3.16
H 4.48 1.96 -6.64
H 3.06 1.16 -7.37
H 4.43 1.63 -8.38
H 6.28 -2.99 -5.02
H 7.57 -1.80 -4.73
H 7.69 -2.95 -6.08
C 1.37 -10.18 2.99
O 2.22 -9.60 1.99
P 1.50 -9.04 0.62
O 1.31 -10.27 -0.19
O 2.77 -8.17 0.19
C 4.01 -8.83 -0.04
O 0.51 -7.94 -0.12
C -0.90 -8.05 0.15
H 1.99 -10.46 3.83
H 0.62 -9.46 3.33
H 0.87 -11.07 2.59
H 3.87 -9.85 -0.39
H 4.60 -8.83 0.88
H 4.55 -8.26 -0.80
H -1.08 -8.05 1.22
H -1.30 -8.97 -0.29
H -1.40 -7.19 -0.30
*
```

Summary:
lowest unoccupied orbital energy: -4.68 eV
frontier orbital gap: 5.26 eV
maximum force: 7.858 eV/Å

Atom charges from the Löwdin analysis, given in e for atoms 1 to 6: -0.02 -0.40 -0.02 -0.10 -0.03 -0.03

# 2
Below is 7 unconnected molecules or ions with the total composition C40H91BrN3O18S6 in a non-equilibrium geometry, with properties calculated with the ωB97M-V functional and the def2-TZVPD basis.

Geometry as ORCA input:
```
! RIJCOSX wB97M-V def2-TZVPD def2/J DEFGRID3
* xyz 1 1
C 3.24 0.28 1.82
C 3.07 1.28 0.53
C 3.63 0.51 -0.83
C 3.76 1.58 -2.07
C 2.31 1.76 -2.83
C 1.97 3.31 -3.26
C 1.41 4.25 -2.03
C -0.05 3.74 -1.41
C -1.15 3.95 -2.60
C -2.37 2.85 -2.62
C -1.92 1.29 -2.42
N -1.44 0.23 -3.39
C -1.31 0.38 -4.89
N -0.87 1.76 -5.36
C 0.33 1.64 -6.32
C -1.15 -0.95 -2.49
C -0.61 -2.44 -2.92
C -0.87 -3.42 -1.58
C 1.03 -2.36 -3.08
C 1.52 -2.43 -4.67
C -1.49 -0.56 -0.94
N -1.95 0.88 -0.95
C -2.36 1.64 0.29
Br -4.37 1.35 0.46
C -1.56 1.21 1.66
C -1.92 2.33 2.83
H 4.19 0.59 2.44
H 2.25 0.30 2.47
H 3.37 -0.83 1.43
H 3.66 2.29 0.62
H 1.92 1.48 0.34
H 4.71 0.08 -0.59
H 2.94 -0.38 -1.16
H 4.51 1.08 -2.86
H 4.24 2.60 -1.77
H 1.40 1.28 -2.26
H 2.39 1.16 -3.85
H 2.98 3.83 -3.63
H 1.27 3.26 -4.20
H 2.21 4.38 -1.16
H 1.20 5.35 -2.44
H 0.12 2.64 -1.06
H -0.29 4.37 -0.43
H -1.66 5.01 -2.40
H -0.71 4.01 -3.69
H -3.26 3.15 -1.88
H -2.87 2.92 -3.71
H -0.49 -0.42 -5.23
H -2.32 0.01 -5.39
H -1.66 2.07 -6.00
H 0.30 2.53 -7.11
H 0.27 0.65 -6.97
H 1.36 1.70 -5.76
H -1.13 -2.86 -3.88
H -0.59 -4.54 -1.78
H -0.20 -3.08 -0.66
H -2.01 -3.31 -1.24
H 1.54 -3.22 -2.46
H 1.37 -1.34 -2.60
H 0.80 -3.16 -5.24
H 2.62 -2.87 -4.69
H 1.51 -1.36 -5.19
H -1.42 -1.20 0.04
H -2.24 2.83 0.18
H -1.97 0.14 1.97
H -0.41 1.22 1.43
H -1.38 3.36 2.62
H -1.55 1.88 3.85
H -3.08 2.57 2.81
O -2.09 4.15 -7.44
S -1.20 5.26 -7.20
O -0.75 5.61 -5.87
O -1.82 6.60 -7.90
C -3.15 6.98 -7.58
C -3.22 7.65 -6.22
C 0.22 5.10 -8.24
H -3.83 6.13 -7.64
H -3.47 7.70 -8.35
H -3.00 6.93 -5.42
H -4.22 8.05 -6.04
H -2.49 8.46 -6.14
H -0.11 4.89 -9.26
H 0.82 4.27 -7.87
H 0.80 6.02 -8.21
O 3.45 0.63 4.68
S 3.21 1.87 5.38
O 4.15 2.97 5.35
O 2.83 1.54 6.93
C 3.72 0.75 7.70
C 4.93 1.56 8.14
C 1.62 2.49 4.89
H 4.03 -0.14 7.14
H 3.17 0.41 8.58
H 5.55 1.84 7.29
H 5.54 0.98 8.84
H 4.61 2.49 8.63
H 0.89 1.68 4.95
H 1.70 2.85 3.86
H 1.34 3.32 5.54
O 1.97 -3.45 9.94
S 1.73 -2.20 10.64
O 2.67 -1.11 10.62
O 1.35 -2.54 12.19
C 2.24 -3.33 12.96
C 3.45 -2.52 13.41
C 0.14 -1.59 10.15
H 2.55 -4.22 12.40
H 1.69 -3.67 13.84
H 4.07 -2.24 12.55
H 4.06 -3.10 14.10
H 3.13 -1.59 13.90
H -0.59 -2.39 10.21
H 0.22 -1.23 9.12
H -0.14 -0.76 10.81
O 1.26 -5.64 -9.77
S 2.14 -4.52 -9.52
O 2.59 -4.17 -8.19
O 1.52 -3.19 -10.22
C 0.20 -2.80 -9.90
C 0.12 -2.13 -8.54
C 3.57 -4.68 -10.57
H -0.48 -3.65 -9.96
H -0.12 -2.08 -10.67
H 0.35 -2.85 -7.74
H -0.87 -1.73 -8.36
H 0.86 -1.32 -8.47
H 3.24 -4.90 -11.58
H 4.17 -5.51 -10.19
H 4.14 -3.76 -10.53
O 0.62 -3.65 1.73
S 0.41 -4.83 2.54
O -0.60 -4.87 3.58
O 1.83 -5.30 3.18
C 2.59 -4.36 3.92
C 2.02 -4.15 5.31
C 0.16 -6.23 1.48
H 2.67 -3.41 3.38
H 3.61 -4.76 4.01
H 1.04 -3.66 5.26
H 2.68 -3.52 5.91
H 1.88 -5.11 5.82
H 0.95 -6.23 0.72
H -0.81 -6.12 1.00
H 0.19 -7.14 2.08
O -7.29 0.40 5.02
S -7.37 -0.27 3.74
O -8.51 -0.11 2.86
O -7.10 -1.86 3.96
C -7.89 -2.57 4.90
C -9.28 -2.87 4.35
C -5.90 0.08 2.82
H -7.95 -2.02 5.85
H -7.38 -3.52 5.10
H -9.85 -1.94 4.22
H -9.83 -3.52 5.03
H -9.21 -3.35 3.37
H -5.03 -0.08 3.46
H -5.94 1.13 2.50
H -5.86 -0.57 1.94
*
```

Summary:
lowest unoccupied orbital energy: -2.98 eV
frontier orbital gap: 8.43 eV
maximum force: 7.374 eV/Å

Atom charges from the Löwdin analysis, given in e for atoms 1 to 6: -0.14 -0.24 -0.23 -0.21 -0.21 -0.21

# 3
Below is 7 unconnected molecules or ions with the total composition C40H93O15S in a non-equilibrium geometry, with properties calculated with the ωB97M-V functional and the def2-TZVPD basis.

Geometry as ORCA input:
```
! RIJCOSX wB97M-V def2-TZVPD def2/J DEFGRID3
* xyz -1 1
C 1.10 -2.76 -1.48
C 1.27 -4.18 -2.32
C 2.84 -4.65 -2.28
C 3.90 -3.49 -2.82
C 3.64 -3.03 -4.37
C 3.95 -1.42 -4.66
C 2.59 -0.60 -5.18
C 2.23 0.55 -4.07
C 0.74 1.26 -4.32
C -0.36 0.04 -4.27
C -1.87 0.50 -3.79
C -2.06 -0.04 -2.25
C -2.95 -1.41 -2.10
C -2.57 -2.60 -3.16
C -3.93 -3.30 -3.85
C -3.67 -3.46 -5.47
S -2.35 -4.78 -5.88
O -2.59 -5.21 -7.37
O -0.95 -4.12 -5.79
O -2.45 -6.12 -4.80
H 1.47 -1.87 -2.17
H 1.70 -2.80 -0.47
H -0.06 -2.65 -1.26
H 0.60 -4.97 -1.73
H 0.83 -4.08 -3.42
H 3.10 -4.86 -1.14
H 2.97 -5.67 -2.84
H 3.91 -2.56 -2.11
H 4.98 -3.98 -2.75
H 2.55 -3.34 -4.66
H 4.41 -3.65 -5.04
H 4.37 -0.89 -3.68
H 4.74 -1.29 -5.54
H 1.76 -1.42 -5.33
H 2.77 -0.08 -6.22
H 2.34 0.17 -2.95
H 3.05 1.41 -4.21
H 0.57 2.04 -3.43
H 0.74 1.87 -5.33
H 0.04 -0.76 -3.47
H -0.33 -0.52 -5.31
H -2.01 1.67 -3.90
H -2.62 -0.10 -4.51
H -2.67 0.82 -1.68
H -1.01 -0.08 -1.69
H -2.70 -1.84 -1.01
H -4.12 -1.24 -2.11
H -1.89 -2.28 -4.06
H -2.03 -3.49 -2.60
H -4.89 -2.68 -3.58
H -4.05 -4.39 -3.39
H -3.22 -2.44 -5.86
H -4.67 -3.67 -6.04
C 2.44 -2.28 3.06
O 2.16 -1.44 1.95
C 1.36 -0.30 2.31
C 2.21 0.95 2.51
O 3.10 0.81 3.62
C 4.42 0.44 3.22
H 3.29 -2.92 2.80
H 2.70 -1.71 3.96
H 1.57 -2.90 3.27
H 0.76 -0.52 3.20
H 0.66 -0.13 1.48
H 1.56 1.80 2.73
H 2.77 1.20 1.59
H 4.95 1.32 2.86
H 4.42 -0.33 2.44
H 4.94 0.04 4.09
C -4.54 -1.76 2.92
O -4.71 -0.47 3.50
C -3.72 -0.18 4.50
C -2.59 0.69 3.93
O -1.85 -0.01 2.92
C -2.26 0.34 1.61
H -5.09 -1.79 1.98
H -3.48 -1.98 2.71
H -4.93 -2.51 3.60
H -3.33 -1.10 4.94
H -4.23 0.38 5.29
H -1.89 0.93 4.74
H -2.98 1.64 3.54
H -1.81 1.30 1.33
H -3.35 0.42 1.51
H -1.91 -0.43 0.92
C -4.21 4.90 8.94
O -3.36 5.18 7.83
C -2.40 4.14 7.61
C -2.84 3.19 6.49
O -4.02 2.47 6.86
C -5.21 3.04 6.32
H -5.10 5.53 8.87
H -4.54 3.85 8.96
H -3.68 5.13 9.87
H -2.19 3.60 8.54
H -1.47 4.64 7.30
H -2.05 2.45 6.33
H -3.00 3.73 5.55
H -5.31 2.74 5.27
H -5.21 4.13 6.38
H -6.06 2.66 6.88
C 1.87 3.29 5.30
O 1.59 4.13 4.18
C 0.79 5.26 4.54
C 1.65 6.51 4.74
O 2.53 6.37 5.85
C 3.85 6.00 5.45
H 2.72 2.65 5.04
H 2.13 3.86 6.19
H 1.00 2.66 5.51
H 0.19 5.04 5.43
H 0.10 5.44 3.71
H 0.99 7.36 4.96
H 2.20 6.76 3.83
H 4.38 6.89 5.10
H 3.85 5.24 4.67
H 4.37 5.60 6.33
C -5.51 1.77 0.21
O -5.20 2.33 -1.06
C -6.19 2.03 -2.05
C -7.17 3.19 -2.24
O -7.94 3.43 -1.06
C -7.42 4.49 -0.27
H -4.92 2.28 0.96
H -6.57 1.88 0.46
H -5.25 0.70 0.21
H -6.72 1.10 -1.80
H -5.66 1.86 -2.99
H -7.88 2.94 -3.04
H -6.64 4.11 -2.54
H -7.73 5.45 -0.70
H -6.33 4.46 -0.20
H -7.84 4.41 0.74
C 9.81 -4.42 -4.02
O 9.75 -5.00 -5.31
C 8.64 -5.90 -5.46
C 7.46 -5.23 -6.16
O 6.92 -4.17 -5.37
C 7.39 -2.89 -5.78
H 10.45 -3.54 -4.07
H 8.82 -4.12 -3.65
H 10.25 -5.14 -3.32
H 8.35 -6.31 -4.48
H 8.99 -6.74 -6.08
H 6.66 -5.97 -6.29
H 7.74 -4.87 -7.16
H 6.83 -2.56 -6.66
H 8.46 -2.89 -6.01
H 7.21 -2.18 -4.97
*
```

Summary:
lowest unoccupied orbital energy: 1.73 eV
frontier orbital gap: 6.71 eV
maximum force: 6.647 eV/Å

Atom charges from the Löwdin analysis, given in e for atoms 1 to 6: -0.13 -0.24 -0.23 -0.22 -0.19 -0.20

> Which of these has the highest lowest unoccupied orbital energy?

C40H93O15S

> Among the records above, which one has the lowest lowest unoccupied orbital energy?

C40H83ClN2O22P5

> Among the records above, which one has the lowest maximum force?

C40H93O15S